Entry 1:
ORCA calculation (ωB97M-V/def2-TZVPD) on 3 unconnected molecules or ions with the total composition CH8N2O2 in a non-equilibrium geometry.

XYZ file:
```
13
Properties=species:S:1:pos:R:3:forces:R:3
N -1.484373 -1.198786 -0.820059 -3.08 0.69 -3.05
C -2.827792 -1.320590 -0.475381 2.58 -0.48 3.35
N -3.704063 -1.371366 -1.399997 0.79 -0.50 -1.07
H -1.512443 -1.287508 -1.861993 1.09 0.22 0.62
H -0.800766 -0.558134 -0.397312 0.62 -0.32 0.90
H -2.881219 -1.468198 0.633013 -0.88 0.41 -0.87
H -4.641534 -1.543760 -1.085431 -0.77 0.23 0.36
H 6.118472 2.160359 0.659456 1.04 -0.14 -0.05
H 5.930875 3.257115 1.813516 0.58 -0.28 -0.25
O 5.519084 2.691313 1.158415 -1.64 0.40 0.31
H 0.714692 1.282055 1.109149 0.16 -0.62 0.24
H 0.859003 -0.239504 1.541886 0.47 -0.23 1.18
O 0.673224 0.351987 0.834699 -0.95 0.62 -1.67
```
Forces are in eV/Å.

Its expectation value of S² is 0.786. As for the HOMO energy (alpha / beta): -0.4907 / -0.4907 Ha. Its largest force on an atom is 4.4 eV/Å. The relative energy (zero: lowest compared OMol25 entry of this formula, charge and spin) is 0.156 eV. Its net charge is +1. For the total energy, the calculation gives -8232.30965 eV. Its multiplicity is 2.

=====

Entry 2:
ORCA calculation (ωB97M-V/def2-TZVPD) on a gas-phase ion, C6H15N2 (charge +1) in a non-equilibrium geometry.

XYZ file:
```
23
Properties=species:S:1:pos:R:3:forces:R:3
C -1.255784 0.475853 0.880499 -0.42 -1.09 -3.60
C 0.392670 -0.966357 -0.463709 -2.03 1.16 0.21
C -2.574680 1.142873 0.514311 -1.85 1.82 -0.43
C -0.717332 0.026902 2.148627 0.90 -0.33 2.09
C 1.462135 -1.248407 0.590032 1.37 -1.47 -2.64
C 1.743898 0.626432 -1.770045 -1.55 -1.01 0.34
N -0.629932 0.016614 -0.220634 -0.83 0.12 0.88
N 0.852367 -0.593020 -1.855219 1.77 -0.80 0.91
H -3.328521 0.519398 -0.145662 1.77 0.84 1.28
H -2.453041 2.178643 -0.048535 0.15 -2.13 0.93
H -3.183312 1.468812 1.400419 0.76 -0.59 -0.60
H 0.321647 0.426638 2.179402 -0.96 -0.02 0.65
H -0.572104 -1.087776 2.197981 -0.41 0.84 -0.28
H -1.274151 0.305773 3.074033 0.36 0.09 -0.98
H 2.479665 -1.212870 0.016250 -1.48 -0.51 1.44
H 1.283572 -2.261036 0.988228 0.51 0.26 -0.36
H 1.543009 -0.633609 1.442106 0.22 0.98 0.36
H 1.029307 1.346887 -1.310119 1.35 0.14 -0.49
H 2.450425 0.177839 -1.061324 0.50 1.49 -0.44
H 2.093339 0.817273 -2.778552 0.39 0.59 0.22
H -1.186060 0.289267 -1.052636 0.66 -0.36 0.59
H 1.448386 -1.342323 -2.245451 -0.73 0.09 0.24
H 0.074498 -0.473807 -2.480000 -0.44 -0.10 -0.32
```
Forces are in eV/Å.

As for the HOMO energy (alpha / beta): -0.4017 / -0.4017 Ha. Its largest force on an atom is 3.8 eV/Å. The relative energy (zero: lowest compared OMol25 entry of this formula, charge and spin) is 4.422 eV. Its net charge is +1. For the total energy, the calculation gives -9435.54982 eV. Its multiplicity is 1.

=====

Entry 3:
ORCA calculation (ωB97M-V/def2-TZVPD) on 8 unconnected molecules or ions with the total composition C4H24N2O8 in a non-equilibrium geometry.

XYZ file:
```
38
Properties=species:S:1:pos:R:3:forces:R:3
C -2.907676 -1.035932 -0.311157 -1.50 1.99 -2.28
C -1.429186 -0.929151 -0.502951 1.48 1.01 -1.07
C -0.770515 -0.257460 0.694607 1.51 -0.94 4.17
N -1.215832 -0.013714 -1.691662 0.39 1.21 2.94
C -0.397042 1.124107 -1.590991 -1.88 -1.81 -3.16
N 0.044495 1.590399 -2.838582 0.39 0.94 2.20
O -0.232803 1.725881 -0.568348 0.67 1.76 0.10
H -3.147955 -0.801653 0.648592 -0.57 0.80 3.09
H -3.394052 -0.162432 -0.912320 0.62 -1.83 0.84
H -3.462348 -1.941091 -0.444060 0.15 -0.87 -0.90
H -0.980874 -1.975873 -0.661969 -0.33 2.03 -0.05
H -1.260777 0.475989 1.320504 -1.37 0.17 -0.94
H 0.203025 0.312179 0.744094 -0.68 -1.57 -0.87
H -0.750422 -0.988166 1.553591 0.44 0.56 -1.41
H -1.118451 -0.539718 -2.485288 0.48 -1.09 -2.36
H -0.042028 1.054142 -3.687001 0.28 0.33 0.14
H 0.538204 2.495611 -2.705828 -0.54 -1.30 -1.02
H -1.618640 1.903038 1.286667 0.14 2.44 0.29
H -1.272684 2.145202 2.631405 0.57 -0.52 2.39
O -1.487047 2.694448 1.913239 -0.64 -1.22 -2.54
H 1.435909 -1.196754 -1.621713 -0.89 -0.32 -1.75
H 0.689462 -2.449026 -2.095765 0.21 1.72 -0.88
O 0.849828 -1.499701 -2.398188 1.38 -1.95 2.17
H 0.667105 3.284004 1.279404 -2.03 -0.54 0.40
H 0.954622 3.663845 -0.202697 -2.72 -0.07 -4.64
O 1.248809 3.588736 0.621622 4.93 0.72 4.59
H 1.903362 0.157631 -0.120872 2.17 -1.90 -0.43
H 3.462478 0.035826 -0.453130 -1.13 -0.89 -0.10
O 2.666963 -0.543123 -0.298293 -1.06 3.29 0.13
H -0.631684 -3.268987 1.961867 0.97 -1.53 1.64
H -1.942098 -3.234555 1.067602 2.19 0.72 0.89
O -1.052154 -2.793948 1.291660 -3.44 -1.07 -2.04
H 2.543562 2.136242 1.597732 0.14 -0.97 0.81
H 3.217123 0.690351 1.496387 -1.66 2.09 2.55
O 2.722260 1.335993 2.174622 1.38 -1.02 -3.29
H 1.737965 -1.652718 1.496280 -0.58 3.41 0.32
H 2.297935 -2.608435 0.477587 0.54 0.29 -1.10
O 1.931171 -2.521170 1.333368 -0.02 -4.05 1.18
```
Forces are in eV/Å.

As for the HOMO energy: -0.3506 Ha. Its largest force on an atom is 6.8 eV/Å. The relative energy (zero: lowest compared OMol25 entry of this formula, charge and spin) is 4.484 eV. For the total energy, the calculation gives -23894.97522 eV. Its SMILES is CC(C)NC(N)=O.O.O.O.O.O.O.O. Its multiplicity is 1.

=====

Entry 4:
ORCA calculation (ωB97M-V/def2-TZVPD) on 2 unconnected molecules or ions with the total composition C9H12ClN4 in a non-equilibrium geometry.

XYZ file:
```
26
Properties=species:S:1:pos:R:3:forces:R:3
C 1.640157 1.598246 -0.802178 1.47 -2.39 -4.43
C 0.085054 -0.170927 -1.584053 -2.09 -2.90 -0.81
C 1.596383 2.069535 -2.278997 0.37 0.68 0.93
C 0.032290 0.213181 -2.865596 1.60 1.48 -0.90
C 0.751370 0.475511 -0.517173 -1.28 0.39 0.28
C 0.845468 1.456002 -3.202639 0.04 -0.58 -0.15
C -3.373549 0.859371 -0.927512 2.38 -1.18 1.86
C -0.013951 -1.338373 2.434684 1.30 2.41 -0.08
C -0.860423 -2.488093 2.941228 1.47 -0.12 0.55
N -2.529225 0.448009 -0.242840 -1.85 0.74 -1.32
N -0.164769 -0.876050 1.190217 -1.28 0.01 -1.53
N 0.532702 0.285066 0.725323 0.47 -1.37 2.59
N 0.866179 -0.603330 3.167030 -1.05 -2.16 0.42
Cl 0.933386 2.016425 -4.868424 -0.29 -0.44 0.64
H 2.649268 1.147496 -0.698254 -0.12 0.38 0.08
H -0.567950 -1.041220 -1.320885 0.87 0.70 -0.28
H 2.286703 2.928667 -2.518124 -1.04 -1.07 0.08
H -0.453362 -0.367467 -3.696811 0.33 0.83 1.16
H -4.114967 1.208899 -1.581027 -0.67 0.36 -0.48
H 1.543209 2.316254 -0.111080 -0.27 2.88 2.39
H -0.243680 -3.420504 3.199555 -0.69 1.42 -0.69
H -1.592190 -2.701801 2.170269 -0.22 -0.24 0.23
H -1.303807 -2.174285 3.894842 -0.22 -0.07 -0.37
H -1.037607 -1.095070 0.665092 0.90 -0.05 0.63
H 1.064311 -0.819295 4.144121 -0.09 -0.04 -0.67
H 1.429002 0.073754 2.683234 -0.07 0.33 -0.14
```
Forces are in eV/Å.

As for the HOMO energy: -0.4352 Ha. Its largest force on an atom is 5.2 eV/Å. The relative energy (zero: lowest compared OMol25 entry of this formula, charge and spin) is 1.358 eV. Its net charge is +1. For the total energy, the calculation gives -28001.95700 eV. Its multiplicity is 1.

=====

Entry 5:
ORCA calculation (ωB97M-V/def2-TZVPD) on C5H13NOS in the gas phase in a non-equilibrium geometry.

XYZ file:
```
21
Properties=species:S:1:pos:R:3:forces:R:3
C 1.527963 -0.341284 1.035094 -0.46 0.37 -1.06
C 1.900786 -1.785467 1.278448 1.54 -0.79 -1.06
O 3.318558 -2.085633 1.259789 0.14 -0.33 0.47
C 0.842285 -0.108413 -0.362154 0.15 -0.07 1.30
N -0.590472 0.003116 -0.144366 -0.79 -0.04 -0.82
C -1.380050 0.662728 -1.196797 0.32 0.65 0.32
C -2.735242 1.087918 -0.606119 0.62 -0.77 0.27
S -3.442826 2.609852 -1.140572 -1.16 0.81 -0.95
H 2.373282 0.346580 1.054656 0.37 -0.32 0.29
H 0.825305 0.018775 1.778450 -0.07 0.05 0.17
H 1.475015 -2.218759 2.184640 -0.03 0.13 -0.04
H 1.682216 -2.404513 0.391910 -1.20 0.22 0.50
H 3.907165 -1.337465 1.310167 -0.21 0.60 0.20
H 1.176692 0.863230 -0.729158 0.02 -0.19 -0.33
H 1.149848 -0.937087 -1.019065 -0.05 0.41 -0.24
H -1.018886 -0.906105 -0.014577 0.25 -0.15 0.31
H -0.819617 1.539526 -1.546582 -0.09 -0.10 0.18
H -1.577843 0.060371 -2.086484 0.19 -0.20 -0.10
H -2.691918 1.100657 0.477710 0.23 -0.21 0.11
H -3.460230 0.331180 -0.908375 -0.26 0.13 0.19
H -2.462023 3.500786 -1.016620 0.48 -0.18 0.27
```
Forces are in eV/Å.

As for the HOMO energy: -0.3308 Ha. Its largest force on an atom is 2.0 eV/Å. The relative energy (zero: lowest compared OMol25 entry of this formula, charge and spin) is 1.724 eV. For the total energy, the calculation gives -19767.37786 eV. Its SMILES is OCCCNCCS. Its multiplicity is 1.

=====

Entry 6:
ORCA calculation (ωB97M-V/def2-TZVPD) on a molecular structure, C20H21EuN5O6S2 in a non-equilibrium geometry.

XYZ file:
```
55
Properties=species:S:1:pos:R:3:forces:R:3
Eu -0.930480 0.107880 0.019446 4.33 1.01 -0.37
O -6.745718 -1.129886 -0.326776 0.13 -0.07 -0.31
C -5.585666 -0.938534 -0.588917 0.02 -0.28 0.53
C -4.919389 0.369587 -0.948947 -0.52 0.97 -0.40
O -5.449272 1.371096 -1.429405 0.56 -1.12 0.57
C -3.508991 0.182232 -0.610656 0.17 -0.87 0.03
C -3.250516 -1.166563 -0.157075 -0.33 0.68 0.16
O -2.101522 -1.585940 0.303035 -3.05 -2.90 0.15
C -4.435817 -1.956003 -0.498977 -0.07 0.49 -0.53
O -4.484498 -3.127649 -0.833406 -0.01 -0.32 0.22
O -2.582693 1.064295 -0.756669 -3.36 2.12 -1.44
C -3.707404 1.211702 4.628456 0.09 -0.02 -0.04
N -2.986317 1.271931 3.359179 -0.21 0.07 0.13
C -3.637795 1.974822 2.256840 -0.03 0.01 0.03
C -1.801715 0.684975 3.209577 0.37 -0.02 -0.28
C -1.165041 0.039617 4.407166 -0.07 -0.03 0.11
O -1.191737 0.676408 2.119083 -0.59 0.72 2.48
H -4.686502 1.658822 4.490144 -0.02 0.00 -0.03
H -3.183725 1.763158 5.410759 -0.01 0.01 0.00
H -3.847977 0.182469 4.954815 -0.03 -0.01 0.01
H -4.080548 2.895028 2.633844 0.00 0.00 0.05
H -4.425928 1.363803 1.813774 0.02 -0.03 0.00
H -2.916511 2.223929 1.490490 0.07 -0.04 -0.10
H -0.995773 0.779007 5.191981 -0.02 -0.03 0.02
H -0.212847 -0.381073 4.102774 0.01 -0.01 -0.01
H -1.794460 -0.749874 4.819540 0.02 0.01 -0.01
S 5.830170 -0.455708 -0.074185 0.13 0.01 0.14
C 4.126149 -0.023241 0.049725 -0.77 0.34 -0.16
C 3.544618 1.109788 -0.547638 0.79 -0.53 0.15
C 2.205238 1.347197 -0.377018 -0.89 -0.63 0.62
N 1.378005 0.537122 0.329642 2.89 0.02 0.25
C 1.953660 -0.543320 0.923863 -0.55 1.10 -0.47
C 3.288837 -0.843003 0.820208 0.73 0.05 -0.18
C 6.266889 0.104879 -1.705455 -0.01 0.15 -0.65
C 6.110367 -0.776805 -2.786821 -0.13 0.08 0.67
C 6.463521 -0.354840 -4.051058 0.50 1.47 0.54
N 6.950968 0.883033 -4.238317 0.14 0.20 -0.68
C 7.115462 1.748022 -3.225402 -0.37 -1.39 -0.68
C 6.790357 1.385366 -1.935529 -0.19 -0.42 0.61
H 4.135053 1.798252 -1.135120 0.05 -0.03 -0.03
H 1.748872 2.226089 -0.817979 -0.05 -0.05 -0.04
H 1.295630 -1.191658 1.496865 -0.04 0.06 -0.05
H 3.692035 -1.718888 1.313191 -0.05 -0.01 -0.05
H 5.716711 -1.772618 -2.640192 -0.04 -0.01 0.15
H 6.364578 -0.997410 -4.917760 0.03 0.10 -0.01
H 7.514091 2.728351 -3.460540 -0.01 -0.08 -0.06
H 6.957059 2.081683 -1.124734 -0.10 -0.08 0.13
N -2.407918 -1.181781 -3.249304 -0.09 -0.28 -0.04
C -1.478485 -1.849307 -2.559714 0.64 0.32 -0.29
N -1.743210 -3.087333 -2.166822 -0.21 -0.33 -0.16
S 0.043788 -1.124747 -2.236235 0.20 -0.66 -1.08
H -3.283136 -1.609863 -3.504603 -0.02 0.01 0.04
H -2.192290 -0.269676 -3.605576 0.02 0.12 0.11
H -2.698376 -3.409369 -2.056346 -0.09 0.05 0.10
H -1.059828 -3.525473 -1.577233 0.02 0.06 0.13
```
Forces are in eV/Å.

Its expectation value of S² is 15.761. As for the HOMO energy (alpha / beta): -0.2080 / -0.2668 Ha. Its largest force on an atom is 4.5 eV/Å. The relative energy (zero: lowest compared OMol25 entry of this formula, charge and spin) is 0.000 eV. For the total energy, the calculation gives -81816.04232 eV. Its multiplicity is 8.

=====

The highest multiplicity belongs to which entry? C20H21EuN5O6S2

=====

What is the multiplicity in the sixth record? 8

=====

Among the records above, which one has the lowest relative energy (zero: lowest compared OMol25 entry of this formula, charge and spin)? C20H21EuN5O6S2